# 1
C21H18Cl2N2O5Re as an isolated structure. Source: OMol25; level of theory: the ωB97M-V functional and the def2-TZVPD basis.

lowest unoccupied orbital energy (spin up / spin down): -7.97 / -7.77 eV
spin multiplicity: 2
net charge: +2
frontier orbital gap (spin up / spin down): 6.558 / 6.884 eV
relative energy (zero: lowest compared OMol25 entry of this formula, charge and spin): 45.28 kcal per mole

Geometry as XYZ:
```
49
C21H18Cl2N2O5Re, DFT the ωB97M-V functional and the def2-TZVPD basis
Re -0.357 -0.301 -0.483
O -4.044 1.229 -1.087
C -3.202 0.411 -0.936
O -1.870 0.746 -0.950
C -3.350 -1.040 -0.681
C -4.583 -1.653 -0.663
C -4.632 -3.015 -0.408
C -3.436 -3.673 -0.179
C -2.240 -2.973 -0.215
N -2.179 -1.662 -0.469
H -5.466 -1.057 -0.846
H -5.572 -3.547 -0.385
H -3.412 -4.732 0.031
H -1.313 -3.486 -0.033
Cl 6.498 -3.284 -0.456
C 5.031 -2.405 -0.429
C 5.083 -1.000 -0.342
C 3.934 -0.243 -0.312
Cl 3.991 1.467 -0.211
C 2.684 -0.887 -0.371
O 1.583 -0.172 -0.346
C 2.644 -2.290 -0.458
C 1.361 -2.874 -0.517
O 0.296 -2.199 -0.503
C 3.825 -3.059 -0.489
H 6.049 -0.514 -0.298
H 1.236 -3.957 -0.582
H 3.789 -4.137 -0.556
O -1.294 -0.072 1.590
C -1.760 1.248 2.035
C -0.634 2.108 2.584
C 0.655 2.004 1.773
C 0.547 2.583 0.393
C 0.763 3.939 0.180
C 0.719 4.460 -1.097
C 0.466 3.606 -2.162
C 0.228 2.279 -1.886
N 0.257 1.780 -0.640
H -0.834 -0.484 2.335
H -2.535 1.082 2.783
H -2.225 1.694 1.159
H -0.421 1.847 3.623
H -0.994 3.140 2.600
H 0.966 0.961 1.703
H 1.464 2.512 2.298
H 0.983 4.572 1.028
H 0.889 5.514 -1.266
H 0.434 3.956 -3.182
H -0.018 1.580 -2.675
```

Results of the Mulliken charge analysis, in e, for atoms 1 through 2: 1.83 -0.51

---

# 2
One molecule with the formula C5H5NO. Source: OMol25; level of theory: the ωB97M-V functional and the def2-TZVPD basis.

structure (SMILES): C#C[C@@H](O)CC#N
lowest unoccupied orbital energy: 0.73 eV
spin multiplicity: 1
net charge: 0
frontier orbital gap: 11.269 eV
relative energy (zero: lowest compared OMol25 entry of this formula, charge and spin): 59.44 kcal per mole

Geometry as XYZ:
```
12
C5H5NO, DFT the ωB97M-V functional and the def2-TZVPD basis
C -1.627 -0.099 1.471
C -0.994 -0.537 0.548
C -0.043 -0.783 -0.540
O -0.622 -0.615 -1.814
C 1.232 0.140 -0.357
C 1.026 1.192 0.632
N 0.736 1.956 1.447
H -2.171 0.291 2.298
H 0.299 -1.820 -0.518
H -1.215 0.146 -1.777
H 2.101 -0.452 -0.055
H 1.466 0.581 -1.331
```

Results of the Mulliken charge analysis, in e, for atoms 1 through 2: 0.22 -0.77

---

# 3
One molecule with the formula C5H7NO. Source: OMol25; level of theory: the ωB97M-V functional and the def2-TZVPD basis.

lowest unoccupied orbital energy (spin up / spin down): -1.36 / -1.36 eV
spin multiplicity: 1
net charge: 0
frontier orbital gap (spin up / spin down): 7.129 / 7.131 eV
relative energy (zero: lowest compared OMol25 entry of this formula, charge and spin): 88.35 kcal per mole

Geometry as XYZ:
```
14
C5H7NO, DFT the ωB97M-V functional and the def2-TZVPD basis
N -0.877 1.071 2.088
C -0.875 1.000 0.783
O -1.649 1.393 -0.120
C -0.610 -0.283 -1.844
C 0.574 -0.351 -1.180
C 1.257 0.937 -0.680
C 0.475 0.431 0.422
H -1.654 1.677 2.368
H -1.114 0.660 -2.004
H -1.076 -1.188 -2.226
H 1.096 -1.296 -1.073
H 0.864 1.827 -1.165
H 2.342 0.872 -0.629
H 0.951 -0.236 1.136
```

Results of the Mulliken charge analysis, in e, for atoms 1 through 2: -0.70 0.39

---

# 4
C49H63AsO3RhSSe as an isolated structure. Source: OMol25; level of theory: the ωB97M-V functional and the def2-TZVPD basis.

lowest unoccupied orbital energy (spin up / spin down): -1.62 / -4.95 eV
spin multiplicity: 5
net charge: +1
frontier orbital gap (spin up / spin down): 7.989 / 4.679 eV

Geometry as XYZ:
```
119
C49H63AsO3RhSSe, DFT the ωB97M-V functional and the def2-TZVPD basis
Rh 0.299 0.039 -0.040
C -3.073 -4.965 5.051
C -3.411 -3.474 4.894
C -2.939 -2.743 6.152
C -4.935 -3.308 4.782
C -2.748 -2.937 3.630
C -1.845 -1.889 3.638
C -1.259 -1.473 2.455
Se -0.015 0.001 2.543
C -1.349 1.403 2.424
C -2.035 1.740 3.557
C -3.005 2.751 3.515
C -3.268 3.355 2.275
C -2.609 3.063 1.103
C -1.547 2.080 1.171
O -0.782 1.824 0.192
C -3.086 3.774 -0.175
C -4.597 3.526 -0.330
C -2.421 3.325 -1.482
C -2.836 5.283 -0.009
C -3.763 3.203 4.748
C -3.317 2.457 6.010
C -3.520 4.707 4.957
C -5.264 2.948 4.531
C -1.486 -2.084 1.198
O -0.802 -1.717 0.143
C -2.470 -3.119 1.178
C -3.036 -3.500 2.386
C -2.973 -3.846 -0.084
C -2.616 -5.337 0.029
C -2.415 -3.332 -1.415
C -4.502 -3.700 -0.157
H -3.519 -5.350 5.970
H -1.993 -5.110 5.105
H -3.454 -5.555 4.217
H -3.433 -3.171 7.025
H -3.190 -1.680 6.114
H -1.861 -2.850 6.291
H -5.414 -3.655 5.701
H -5.341 -3.884 3.949
H -5.197 -2.259 4.629
H -1.574 -1.383 4.554
H -1.799 1.218 4.473
H -4.052 4.100 2.236
H -4.804 2.460 -0.440
H -4.957 4.040 -1.222
H -5.167 3.898 0.521
H -2.544 2.253 -1.645
H -1.359 3.557 -1.499
H -2.895 3.846 -2.316
H -3.372 5.687 0.851
H -3.179 5.811 -0.899
H -1.772 5.487 0.126
H -2.258 2.623 6.216
H -3.502 1.385 5.928
H -3.884 2.828 6.863
H -2.456 4.914 5.080
H -4.040 5.037 5.857
H -3.888 5.299 4.118
H -5.452 1.891 4.331
H -5.655 3.527 3.693
H -5.814 3.233 5.428
H -3.765 -4.301 2.361
H -1.535 -5.470 0.101
H -2.975 -5.873 -0.853
H -3.073 -5.793 0.908
H -1.339 -3.473 -1.484
H -2.636 -2.274 -1.553
H -2.888 -3.886 -2.231
H -4.998 -4.125 0.715
H -4.878 -4.220 -1.041
H -4.784 -2.647 -0.229
C 3.508 -1.664 0.893
As 2.827 0.004 0.148
C 3.415 1.241 1.541
C 4.142 0.367 -1.299
C 5.566 0.196 -0.872
C 6.248 1.226 -0.226
C 7.556 1.054 0.199
C 8.208 -0.151 -0.025
C 7.550 -1.172 -0.693
C 6.239 -1.000 -1.110
H 4.562 -1.556 1.144
H 3.386 -2.474 0.177
H 2.942 -1.907 1.792
H 4.450 1.047 1.817
H 2.783 1.117 2.418
H 3.319 2.268 1.190
H 3.943 1.384 -1.640
H 3.901 -0.320 -2.110
H 5.757 2.181 -0.080
H 8.070 1.862 0.702
H 9.227 -0.287 0.311
H 8.063 -2.103 -0.896
H 5.733 -1.803 -1.635
O 0.257 0.036 -2.284
S -0.721 -0.466 -3.317
C -1.107 0.978 -4.324
C -2.229 0.941 -5.138
C -2.547 2.058 -5.895
C -1.753 3.194 -5.819
C -0.644 3.222 -4.984
C -0.317 2.109 -4.226
C 0.297 -1.354 -4.512
C 1.669 -1.188 -4.470
C 2.462 -1.892 -5.363
C 1.874 -2.757 -6.276
C 0.496 -2.922 -6.301
C -0.303 -2.222 -5.410
H -2.850 0.054 -5.179
H -3.417 2.045 -6.537
H -2.008 4.066 -6.407
H -0.035 4.115 -4.924
H 0.534 2.115 -3.556
H 2.099 -0.513 -3.742
H 3.537 -1.770 -5.348
H 2.493 -3.313 -6.968
H 0.045 -3.605 -7.008
H -1.378 -2.354 -5.412
```

Results of the Mulliken charge analysis, in e, for atoms 1 through 2: 0.85 -1.67